Entry 1:
{"formula": "C30H36ClO5Pb", "method": "ωB97M-V/def2-TZVPD", "symbols": ["C", "C", "C", "C", "H", "H", "C", "H", "H", "C", "H", "H", "C", "C", "C", "O", "O", "O", "O", "C", "H", "H", "H", "C", "H", "H", "H", "O", "H", "H", "C", "C", "H", "H", "H", "H", "H", "H", "Pb", "C", "C", "C", "H", "C", "C", "H", "H", "H", "H", "C", "C", "C", "H", "C", "C", "H", "H", "H", "H", "Cl", "C", "C", "C", "C", "C", "C", "C", "H", "H", "H", "H", "H", "H"], "positions_angstrom": [[4.286, -0.268, -1.775], [3.243, 0.670, -1.120], [3.958, -1.707, -1.357], [2.972, -1.658, -0.148], [4.876, -2.224, -1.061], [3.539, -2.244, -2.214], [2.996, 0.011, 0.209], [2.361, 0.696, -1.780], [3.638, 1.695, -1.020], [2.198, 0.762, 1.338], [3.994, 0.005, 0.692], [3.472, -2.032, 0.771], [1.897, -2.644, -0.448], [4.368, -0.020, -3.275], [5.724, 0.056, -1.371], [6.575, -0.782, -1.119], [3.447, 0.414, -3.953], [5.578, -0.296, -3.797], [5.988, 1.369, -1.362], [7.375, 1.653, -1.149], [7.441, 2.739, -1.197], [7.967, 1.182, -1.942], [7.696, 1.274, -0.173], [5.651, 0.054, -5.184], [4.859, -0.446, -5.757], [6.637, -0.267, -5.520], [5.539, 1.141, -5.308], [1.368, 1.915, 1.072], [2.912, 1.128, 2.108], [1.602, -0.005, 1.871], [1.412, -3.561, 0.593], [1.171, -2.637, -1.734], [1.504, -3.458, -2.392], [1.252, -1.689, -2.293], [0.101, -2.833, -1.546], [0.325, -3.674, 0.483], [1.618, -3.215, 1.614], [1.836, -4.574, 0.492], [-0.558, 1.139, 0.830], [-2.867, 1.561, 3.608], [-1.549, 1.231, 4.016], [-0.650, 2.143, 3.392], [-1.276, 0.442, 4.715], [-1.436, 3.066, 2.608], [-2.804, 2.699, 2.762], [-3.657, 3.206, 2.323], [-3.780, 1.049, 3.903], [0.430, 2.172, 3.512], [-1.062, 3.927, 2.056], [-3.544, 0.706, -1.368], [-4.021, 1.818, -0.613], [-3.008, 2.810, -0.604], [-5.000, 1.893, -0.144], [-1.910, 2.335, -1.388], [-2.248, 1.019, -1.853], [-1.629, 0.387, -2.488], [-4.092, -0.220, -1.531], [-3.061, 3.767, -0.088], [-0.995, 2.885, -1.611], [-5.827, -3.806, 1.276], [-6.625, -2.357, 1.665], [-7.998, -2.357, 1.848], [-8.678, -1.170, 2.162], [-7.961, 0.029, 2.286], [-6.587, 0.057, 2.114], [-5.842, -1.141, 1.798], [-4.470, -1.112, 1.632], [-8.546, -3.293, 1.747], [-9.758, -1.189, 2.308], [-8.498, 0.948, 2.524], [-6.030, 0.994, 2.219], [-3.946, -0.163, 1.723], [-3.897, -2.006, 1.415]], "forces_ev_per_a": [[0.824, 0.888, -0.183], [0.002, 0.116, -0.547], [0.097, 0.042, 0.057], [0.719, 0.498, 0.660], [-0.159, 0.133, -0.240], [-0.047, 0.065, 0.294], [0.606, -0.726, 0.480], [0.166, 0.069, 0.311], [-0.292, -0.414, -0.086], [-0.740, 0.645, 0.539], [-0.156, -0.151, -0.298], [-0.134, -0.009, -0.595], [-0.299, 1.600, 0.498], [-1.766, 0.379, -0.879], [0.941, -1.037, 1.034], [-0.875, 0.996, -0.154], [1.176, -0.631, 0.857], [-0.457, 0.148, -0.302], [0.059, -0.245, -0.063], [-0.002, 0.183, -0.009], [0.128, -0.108, 0.047], [-0.029, 0.120, 0.211], [-0.023, 0.118, -0.250], [0.141, 0.060, -0.387], [0.271, 0.126, 0.194], [-0.116, 0.024, 0.051], [0.021, -0.345, 0.057], [2.029, -1.034, -0.947], [-0.084, -0.389, -0.544], [0.098, -0.107, 0.016], [-0.445, -0.394, 0.475], [-0.574, -0.025, -0.474], [-0.036, 0.157, -0.058], [0.047, -0.371, 0.192], [0.265, 0.163, -0.185], [0.106, -0.116, 0.216], [0.039, -0.059, -0.238], [-0.007, 0.043, 0.049], [-2.550, 0.087, 0.340], [0.366, 0.762, -0.245], [0.111, 0.367, -0.453], [-0.521, -0.189, 0.164], [-0.020, 0.129, -0.271], [-0.059, -0.627, -0.067], [0.328, -0.639, 0.431], [0.205, -0.147, -0.032], [0.185, 0.060, -0.005], [-0.302, 0.061, 0.020], [-0.043, -0.167, 0.216], [0.584, 0.481, -0.040], [0.926, 0.209, -0.152], [-0.333, -0.579, -0.248], [0.247, -0.032, -0.014], [0.044, -0.410, 0.558], [-0.501, 0.095, 0.280], [-0.143, 0.156, 0.134], [0.165, 0.196, -0.036], [0.042, -0.211, -0.179], [-0.289, -0.023, -0.155], [0.314, -0.855, -0.198], [-0.393, 1.630, 0.390], [0.062, 0.118, 0.028], [0.224, -0.138, -0.061], [0.198, -0.005, -0.005], [0.028, -0.390, -0.062], [-1.055, -0.213, 0.049], [0.365, 0.352, 0.051], [0.130, 0.203, 0.009], [0.300, 0.006, -0.055], [0.183, -0.209, -0.060], [-0.172, -0.384, -0.074], [-0.023, -0.242, -0.053], [-0.098, 0.139, -0.007]], "total_charge": -1, "orbital_gap_ev": [6.1, 5.6], "energy_ha": -2193.84983}



Entry 2:
{"formula": "C5H8N2O3", "method": "ωB97M-V/def2-TZVPD", "symbols": ["C", "N", "C", "C", "N", "O", "C", "C", "O", "H", "H", "H", "H", "H", "H", "O", "H", "H"], "positions_angstrom": [[1.291, 2.303, -1.493], [0.456, 1.165, -1.213], [0.860, 0.124, -0.636], [2.168, -0.023, 0.024], [3.111, 0.038, 0.693], [0.039, -0.880, -0.294], [-1.350, -0.587, -0.322], [-2.113, -1.784, 0.186], [-3.306, -1.744, 0.360], [0.788, 3.203, -1.116], [2.297, 2.251, -1.046], [1.384, 2.413, -2.582], [-1.590, 0.289, 0.298], [-1.665, -0.365, -1.354], [-1.523, -2.707, 0.374], [-0.646, -1.149, 2.588], [0.041, -1.586, 2.076], [-0.242, -0.959, 3.459]], "forces_ev_per_a": [[0.334, 0.267, -0.021], [0.011, -0.569, -0.062], [-0.170, 1.007, 0.508], [0.705, 0.230, 0.579], [-0.912, -0.230, -0.903], [0.311, -0.505, 0.199], [-0.511, 0.381, -0.498], [-0.562, -0.121, 0.180], [0.683, -0.037, -0.163], [0.120, -0.244, -0.111], [-0.206, -0.035, -0.121], [-0.010, -0.017, 0.283], [0.183, -0.246, -0.132], [0.009, -0.070, 0.295], [-0.079, 0.159, -0.037], [0.275, 0.185, 0.696], [0.146, 0.039, 0.054], [-0.327, -0.193, -0.747]], "total_charge": 0, "orbital_gap_ev": 10.6, "energy_ha": -530.49803, "e_above_lowest_kj_mol": 208.2, "smiles": "C/N=C(\\C#N)OCC=O.O"}